Entry 1:
C3H7NOS in the gas phase in a non-equilibrium geometry, computed with ωB97M-V with the def2-TZVPD basis set.

Cartesian coordinates (Å):
S: -2.249 -0.978 0.202
O: 1.596 1.844 0.477
N: 2.325 -0.056 -0.492
C: -0.070 0.598 -0.617
C: -0.425 -0.666 0.265
C: 1.354 0.885 -0.235
H: 3.099 -0.135 0.144
H: -2.462 -1.625 1.358
H: 2.187 -0.665 -1.275
H: -0.048 0.396 -1.690
H: 0.014 -1.530 -0.237
H: -0.884 1.273 -0.351
H: -0.256 -0.747 1.329

Computed properties:
highest occupied orbital energy = -0.3368 hartree
net charge = 0
HOMO-LUMO gap = 9.86 eV
E = -646.678298 Eh

=====

Entry 2:
C3H7NOS in the gas phase in a non-equilibrium geometry, computed with ωB97M-V with the def2-TZVPD basis set.

Cartesian coordinates (Å):
S: 0.060 0.651 1.775
O: 1.756 -0.925 -1.973
N: 1.090 0.114 -1.381
C: -0.781 0.380 0.224
C: 0.066 -0.366 -0.759
C: -2.118 -0.243 0.191
H: -2.049 -1.279 0.390
H: -2.862 0.083 0.938
H: 0.506 -0.587 1.810
H: -0.890 1.429 0.015
H: 2.632 -0.558 -2.215
H: -2.656 -0.164 -0.839
H: -0.327 -1.361 -0.984

Computed properties:
highest occupied orbital energy = -0.3350 hartree
net charge = 0
HOMO-LUMO gap = 9.93 eV
E = -646.599914 Eh

=====

Entry 3:
C3H7NOS in the gas phase in a non-equilibrium geometry, computed with ωB97M-V with the def2-TZVPD basis set.

Cartesian coordinates (Å):
S: -1.376 -0.166 0.977
O: 2.392 0.595 0.068
N: -0.054 0.146 -1.182
C: -1.062 -0.766 -1.655
C: 1.312 0.308 0.929
C: 0.053 0.063 0.195
H: -2.169 -0.358 -1.750
H: 2.143 1.627 -0.358
H: -1.092 -1.833 -1.303
H: 0.907 0.234 -1.667
H: -1.064 -0.892 -2.804
H: 1.467 -0.535 1.552
H: 1.244 1.002 1.612

Computed properties:
highest occupied orbital energy = -0.3033 hartree
net charge = 0
HOMO-LUMO gap = 8.60 eV
E = -646.600364 Eh

=====

Entry 4:
A gas-phase ion, C3H7NOS2 (charge -1) in a non-equilibrium geometry, computed with ωB97M-V with the def2-TZVPD basis set.

Cartesian coordinates (Å):
S: 0.693 -0.650 1.245
S: 2.141 0.639 1.821
O: -1.912 1.741 -2.051
N: -1.462 -1.697 -1.088
C: -1.589 0.528 -2.157
C: 0.153 -0.067 -0.441
C: -1.334 -0.316 -0.844
H: -2.402 -2.050 -0.924
H: -1.983 0.018 0.045
H: -0.970 0.070 -2.890
H: 0.584 0.897 -0.535
H: -1.025 -1.866 -2.004
H: 0.814 -0.687 -1.203
H: 1.776 0.876 3.130

Computed properties:
highest occupied orbital energy (alpha / beta) = -0.0121 / -0.1233 hartree
spin multiplicity = 2
net charge = -1
HOMO-LUMO gap (alpha / beta) = 3.29 / 6.24 eV
E = -1044.814884 Eh

=====

Entry 5:
C3H7NOS2 in the gas phase in a non-equilibrium geometry, computed with ωB97M-V with the def2-TZVPD basis set.

Cartesian coordinates (Å):
S: 0.954 -1.230 -0.431
S: -1.239 -0.015 1.690
O: 0.475 1.367 0.094
N: 0.761 -0.682 -1.866
C: -0.038 2.573 0.625
C: -0.332 -2.521 -0.221
C: -0.068 0.231 0.569
H: 0.604 3.297 0.099
H: -0.748 -2.515 0.823
H: 0.253 -3.464 -0.062
H: -1.021 2.895 0.234
H: -0.009 2.576 1.661
H: -1.114 -2.346 -1.102
H: 1.525 -0.165 -2.114

Computed properties:
highest occupied orbital energy = -0.2947 hartree
net charge = 0
HOMO-LUMO gap = 8.29 eV
E = -1044.746659 Eh

=====

Entry 6:
C3H7NOS2 in the gas phase in a non-equilibrium geometry, computed with ωB97M-V with the def2-TZVPD basis set.

Cartesian coordinates (Å):
S: 3.057 -0.513 -0.553
S: 0.149 1.175 0.606
O: -1.381 0.543 -1.732
N: -0.527 -0.482 -1.517
C: 0.276 -0.211 -0.539
C: -1.461 0.835 1.454
C: 1.397 -1.130 -0.317
H: -2.118 0.175 -2.259
H: -1.274 -0.107 1.992
H: 1.295 -1.290 0.754
H: -1.601 1.649 2.136
H: 1.468 -1.968 -0.910
H: -2.304 0.715 0.777
H: 3.024 0.608 0.107

Computed properties:
highest occupied orbital energy = -0.3300 hartree
net charge = 0
HOMO-LUMO gap = 9.62 eV
E = -1044.791778 Eh

=====

Entry 7:
A molecular structure, C3H7NOS2 in a non-equilibrium geometry, computed with ωB97M-V with the def2-TZVPD basis set.

Cartesian coordinates (Å):
S: 2.023 1.314 2.825
S: -0.331 -0.245 1.891
O: -0.090 0.305 -1.793
N: 1.300 1.130 0.379
C: -1.224 -0.088 -0.844
C: -0.618 -0.991 0.383
C: 1.085 0.801 1.548
H: 0.194 -1.364 -0.043
H: 2.256 1.346 0.219
H: -0.528 -0.455 -2.798
H: -1.926 0.703 -0.410
H: -1.267 -1.930 0.489
H: 0.818 0.322 -0.582
H: -1.693 -0.848 -1.265

Computed properties:
highest occupied orbital energy = -0.2873 hartree
net charge = 0
HOMO-LUMO gap = 6.77 eV
E = -1044.695345 Eh

=====

Entry 8:
C3H7NS in the gas phase in a non-equilibrium geometry, computed with ωB97M-V with the def2-TZVPD basis set.

Cartesian coordinates (Å):
S: 2.798 -0.038 -0.113
N: 1.381 0.329 0.513
C: -1.008 1.031 -0.158
C: -0.198 -1.328 -0.149
C: 0.201 0.084 -0.448
H: -0.809 -1.540 0.616
H: -1.013 1.876 -0.871
H: -0.818 1.258 0.910
H: 3.350 -0.581 1.015
H: 0.621 0.252 -1.365
H: 0.461 -2.148 -0.575
H: -1.764 0.278 -0.063

Computed properties:
highest occupied orbital energy (alpha / beta) = -0.3171 / -0.3021 hartree
net charge = 0
HOMO-LUMO gap (alpha / beta) = 8.41 / 8.24 eV
E = -571.283326 Eh

=====

Question: E of number 2 (C3H7NOS)?
Answer: -646.599914 Eh

=====

Question: The highest E belongs to which entry?
Answer: C3H7NS